# C6H10O8

C6H10O8 in the gas phase (ωB97M-V/def2-TZVPD, the OMol25 dataset).

The geometry in ORCA input format:
```
! RIJCOSX wB97M-V def2-TZVPD def2/J DEFGRID3
* xyz 0 1
O -2.571 -2.040 -0.172
C -2.801 -0.870 -0.013
O -3.922 -0.405 0.503
C -1.769 0.202 -0.373
O -2.261 1.457 0.023
C -0.429 -0.202 0.297
O 0.112 -1.294 -0.396
C 0.562 0.980 0.249
O 0.547 1.629 -0.992
C 1.980 0.511 0.654
O 2.010 0.139 1.998
C 2.472 -0.646 -0.203
O 2.894 -1.662 0.280
O 2.474 -0.383 -1.511
H -3.870 0.568 0.564
H -1.607 0.167 -1.462
H -1.650 2.131 -0.298
H -0.601 -0.454 1.354
H -0.544 -2.013 -0.377
H 0.250 1.720 0.994
H 0.986 1.054 -1.634
H 2.660 1.363 0.486
H 2.310 -0.787 2.032
H 2.768 -1.166 -2.004
*
```

Values from the calculation:
LUMO energy ... 0.417 eV
SMILES string ... O=C(O)[C@@H](O)[C@@H](O)[C@H](O)[C@@H](O)C(=O)O
Orbital gap ... 10.766 eV
Energy ... -836.592956 hartree
E_HOMO ... -0.38034 Ha

# C2H7N2O

2 unconnected molecules or ions with the total composition C2H7N2O in a non-equilibrium geometry (ωB97M-V/def2-TZVPD, the OMol25 dataset).

The geometry in ORCA input format:
```
! RIJCOSX wB97M-V def2-TZVPD def2/J DEFGRID3
* xyz -1 1
C -1.014 0.378 1.614
C -0.613 -0.166 0.264
N 0.563 -0.597 0.057
N 1.790 -0.703 -2.566
O 0.697 -1.594 -2.285
H -1.164 1.483 1.675
H -2.007 0.156 1.875
H -0.244 0.105 2.233
H -1.520 -0.200 -0.443
H 0.621 -1.285 -0.760
H 1.563 0.234 -2.749
H 2.384 -0.615 -1.782
*
```

Values from the calculation:
LUMO energy ... 4.064 eV
Orbital gap ... 5.717 eV
Energy ... -265.041578 hartree
E_HOMO ... -0.06075 Ha

# C25H25BF4IMnO2PS

A molecular structure, C25H25BF4IMnO2PS (ωB97M-V/def2-TZVPD, the OMol25 dataset).

The geometry in ORCA input format:
```
! RIJCOSX wB97M-V def2-TZVPD def2/J DEFGRID3
* xyz 1 5
Mn -0.971 -0.301 1.063
I -1.218 -0.727 3.839
C 0.647 0.172 4.042
C 1.103 0.523 5.279
C 2.396 1.070 5.413
C 3.191 1.220 4.318
C 2.737 0.855 3.027
C 3.579 0.976 1.894
C 3.146 0.602 0.660
C 1.826 0.127 0.478
C 0.982 0.016 1.546
C 1.420 0.340 2.865
H 0.488 0.374 6.156
H 2.754 1.349 6.395
H 4.195 1.613 4.419
H 4.584 1.355 2.034
H 3.801 0.679 -0.198
H 1.490 -0.127 -0.517
F -3.524 -3.037 0.203
B -2.877 -2.328 1.157
F -3.274 -2.550 2.445
F -1.434 -2.502 1.046
F -2.978 -0.875 0.879
O -0.657 -0.516 -0.924
S -1.412 -1.514 -1.830
C -1.315 -0.748 -3.432
C -0.647 0.450 -3.604
C -0.607 1.012 -4.875
C -1.231 0.378 -5.938
C -1.908 -0.821 -5.742
C -1.958 -1.391 -4.482
C -0.314 -2.883 -2.053
C -0.761 -4.115 -1.599
C 0.081 -5.213 -1.720
C 1.340 -5.061 -2.277
C 1.775 -3.817 -2.727
C 0.945 -2.717 -2.622
H -0.173 0.930 -2.759
H -0.086 1.947 -5.032
H -1.197 0.821 -6.924
H -2.400 -1.309 -6.572
H -2.485 -2.324 -4.319
H -1.743 -4.208 -1.152
H -0.249 -6.183 -1.375
H 1.993 -5.920 -2.369
H 2.757 -3.712 -3.167
H 1.260 -1.747 -2.987
C -2.228 4.166 0.701
P -1.060 3.058 1.479
C -1.050 3.393 3.237
C 0.568 3.459 0.853
O -1.447 1.622 1.195
H -1.974 5.206 0.908
H -3.227 3.954 1.081
H -2.219 3.998 -0.375
H -0.816 4.439 3.433
H -0.298 2.761 3.712
H -2.029 3.154 3.652
H 0.780 4.514 1.032
H 0.607 3.262 -0.219
H 1.323 2.849 1.352
*
```

Values from the calculation:
LUMO energy (alpha / beta) ... -4.474 / -2.841 eV
Orbital gap (alpha / beta) ... 6.730 / 8.512 eV
Energy ... -3730.799985 hartree
E_HOMO (alpha / beta) ... -0.41176 / -0.41722 Ha

# C16H23O3P

C16H23O3P in the gas phase in a non-equilibrium geometry (ωB97M-V/def2-TZVPD, the OMol25 dataset).

The geometry in ORCA input format:
```
! RIJCOSX wB97M-V def2-TZVPD def2/J DEFGRID3
* xyz 0 1
C -1.927 -3.343 0.727
C -2.337 -1.962 0.975
O -2.864 -1.451 -0.359
P -2.033 -0.272 -0.911
O -2.542 -0.158 -2.168
C -0.329 -0.718 -0.854
C 0.787 -1.015 -0.625
C 2.261 -1.460 -0.283
C 2.481 -2.516 -1.000
C 2.386 -1.621 1.110
C 3.232 -0.173 -0.834
C -2.000 1.400 0.088
C -3.286 2.385 -0.417
O -2.407 1.054 1.696
C -0.724 1.853 0.049
C -0.026 2.563 1.177
C 1.108 2.953 1.243
C 1.809 3.179 -0.029
C 1.120 2.961 -1.309
C -0.169 2.235 -1.311
H -1.726 -3.758 1.612
H -1.160 -3.216 0.183
H -2.743 -3.732 -0.134
H -1.560 -1.291 1.477
H -3.327 -2.051 1.585
H 1.791 -3.426 -0.776
H 3.598 -3.181 -0.957
H 2.408 -2.500 -2.050
H 1.678 -2.434 1.726
H 3.464 -2.028 1.515
H 2.106 -0.742 1.847
H 4.140 -0.482 -0.465
H 2.841 0.644 -0.348
H 2.872 -0.030 -1.682
H -3.230 3.074 0.254
H -4.246 1.772 -0.324
H -2.994 2.503 -1.493
H -3.343 0.789 1.459
H -0.497 2.222 1.994
H 1.746 3.472 2.076
H 2.718 3.612 -0.156
H 1.544 2.893 -2.244
H -0.620 1.997 -2.065
*
```

Values from the calculation:
LUMO energy ... 0.274 eV
SMILES string ... CCO[P@](=O)(C#CC(C)(C)C)[C@@](C)(O)c1ccccc1
Orbital gap ... 8.699 eV
Energy ... -1190.077346 hartree
E_HOMO ... -0.30960 Ha

# C35H32FN5O3SZr

A molecular structure, C35H32FN5O3SZr in a non-equilibrium geometry (ωB97M-V/def2-TZVPD, the OMol25 dataset).

The geometry in ORCA input format:
```
! RIJCOSX wB97M-V def2-TZVPD def2/J DEFGRID3
* xyz 2 1
Zr 10.485 9.333 11.738
N 14.636 10.315 11.415
C 15.382 9.507 12.261
C 16.785 9.362 12.138
C 17.481 8.502 13.035
C 16.766 7.791 14.004
C 15.393 7.947 14.094
C 14.725 8.823 13.283
S 13.018 8.898 13.609
N 12.477 9.708 12.207
C 13.276 10.290 11.334
C 12.672 10.894 10.144
C 13.339 11.815 9.352
C 12.691 12.512 8.373
C 11.358 12.286 8.156
C 10.754 11.228 8.875
N 11.341 10.551 9.863
H 15.077 10.801 10.653
H 17.269 9.944 11.325
H 18.552 8.329 12.900
H 17.223 7.141 14.746
H 14.787 7.294 14.743
H 14.382 12.011 9.590
H 13.214 13.185 7.681
H 10.749 12.824 7.425
H 9.739 10.928 8.598
C 8.891 12.129 18.641
C 8.671 13.098 17.522
C 7.313 13.855 17.714
C 7.277 14.919 16.599
C 7.578 14.410 15.214
C 7.200 15.130 14.051
C 7.810 14.837 12.824
F 7.505 15.653 11.764
C 8.549 13.657 12.644
C 8.866 12.843 13.763
C 9.475 11.573 13.664
O 10.069 11.285 12.532
C 9.344 10.643 14.755
C 9.119 11.221 16.017
N 8.805 12.526 16.160
C 8.425 13.248 15.067
C 9.638 9.153 14.680
O 9.765 8.436 15.637
O 9.683 8.595 13.447
H 9.036 12.723 19.564
H 9.796 11.461 18.474
H 8.014 11.464 18.835
H 9.519 13.858 17.593
H 7.351 14.356 18.686
H 6.473 13.162 17.643
H 8.083 15.683 16.757
H 6.334 15.474 16.674
H 6.726 16.086 14.233
H 8.754 13.277 11.655
H 9.246 10.552 16.855
C 12.049 6.460 10.954
N 10.710 7.058 11.066
C 9.954 6.268 12.049
C 10.033 7.152 9.730
C 8.811 8.098 9.783
C 7.870 7.930 8.761
C 6.610 8.519 8.908
C 6.309 9.319 10.016
C 7.340 9.720 10.884
C 8.535 9.095 10.717
H 12.003 5.422 10.668
H 12.613 6.574 11.925
H 12.656 7.020 10.196
H 9.744 5.291 11.597
H 9.009 6.754 12.290
H 10.493 6.109 12.961
H 9.788 6.156 9.326
H 10.774 7.564 9.009
H 8.032 7.292 7.886
H 5.833 8.326 8.144
H 5.275 9.615 10.142
H 7.202 10.411 11.784
*
```

Values from the calculation:
LUMO energy ... -6.784 eV
Orbital gap ... 6.508 eV
Energy ... -2397.144388 hartree
E_HOMO ... -0.48847 Ha

# C3H4OS2

C3H4OS2 in the gas phase in a non-equilibrium geometry (ωB97M-V/def2-TZVPD, the OMol25 dataset).

The geometry in ORCA input format:
```
! RIJCOSX wB97M-V def2-TZVPD def2/J DEFGRID3
* xyz 0 1
O 2.962 -1.026 0.052
C 1.789 -0.515 -0.120
S 0.308 -1.623 -0.042
C -0.927 -0.512 -0.184
C -0.484 0.958 0.155
S 1.387 1.287 -0.139
H -1.532 -1.009 0.723
H -1.552 -0.663 -1.192
H -1.199 1.689 -0.467
H -0.752 1.414 1.216
*
```

Values from the calculation:
LUMO energy ... 0.423 eV
SMILES string ... O=C1SCCS1
Orbital gap ... 9.732 eV
Energy ... -988.263257 hartree
E_HOMO ... -0.34208 Ha

Energy above the lowest of the compared OMol25 structures with the same formula, charge and spin values (in kJ/mol) by entry order: 0.0; 311.8; 0.0; 1273.1; 27.5; 181.0.